DFT (wB97M-V/def2-TZVPD) results for 2 unconnected molecules or ions with the total composition C5H10N2O2.

Its electronic energy is -456.3911 Ha. The calculation puts the energy above the lowest of the compared OMol25 structures with the same formula, charge and spin at 4.437 eV. The HOMO energy (alpha / beta) is -7.47 / -7.46 eV. Its total charge is 0.

Each line ends with the Löwdin charge.
Element x y z (Å)
C  -0.062  0.680  -1.617  0.00
C  2.007  0.418  0.964  0.00
C  0.946  -0.571  0.569  -0.45
O  1.196  -1.670  0.133  0.10
H  1.773  1.423  0.616  0.09
H  0.896  0.300  -1.967  0.02
H  -0.801  0.717  -2.412  0.02
H  0.038  1.641  -1.119  0.02
H  2.958  0.091  0.551  0.10
H  2.115  0.444  2.053  0.09
C  -1.452  -0.431  -0.451  -0.62
N  -1.379  -1.742  -0.880  0.13
C  -0.817  0.677  1.680  0.12
N  -0.445  -0.202  0.806  0.02
O  -2.489  0.207  -0.446  0.00
H  -0.465  -2.175  -0.891  0.07
H  -2.061  -1.961  -1.590  0.11
H  -0.089  1.241  2.249  0.09
H  -1.870  0.913  1.753  0.10

DFT (wB97M-V/def2-TZVPD) results for 5 unconnected molecules or ions with the total composition H10O5.

Its SMILES is O.O.O.O.O. Its electronic energy is -382.1493 Ha. The calculation puts the energy above the lowest of the compared OMol25 structures with the same formula, charge and spin at 2.036 eV. The HOMO energy is -10.44 eV. Its total charge is 0.

Each line ends with the Löwdin charge.
Element x y z (Å)
O  1.493  -0.527  0.357  -0.08
H  2.231  -1.139  0.452  0.06
H  1.127  -0.461  1.246  0.05
O  -2.615  1.599  1.409  -0.06
H  -3.077  1.264  0.633  0.04
H  -2.423  2.518  1.189  0.04
O  2.209  -2.075  -4.435  -0.06
H  2.348  -2.016  -3.483  0.03
H  1.511  -2.733  -4.529  0.03
O  -0.201  2.012  2.964  -0.06
H  -0.665  1.194  2.752  0.02
H  -0.035  2.418  2.106  0.03
O  -0.696  -0.907  0.101  -0.09
H  -1.035  -1.047  -0.791  0.04
H  -0.173  -0.101  0.028  0.01

DFT (wB97M-V/def2-TZVPD) results for a molecular structure, C22H28BF3O2S3.

Its electronic energy is -2524.4551 Ha. The calculation puts the energy above the lowest of the compared OMol25 structures with the same formula, charge and spin at 5.153 eV. The HOMO energy is -5.76 eV. Its total charge is 0.

Each line ends with the Löwdin charge.
Element x y z (Å)
C  -1.678  -0.898  -4.457  -0.11
C  -2.094  -0.573  -3.092  -0.60
C  -2.753  -1.378  -2.155  -0.13
C  -3.062  -0.813  -0.971  -0.11
C  -2.453  0.477  -0.724  -0.55
B  2.409  -0.497  -0.061  -0.91
C  -3.112  1.567  0.207  -0.25
C  -3.806  1.109  1.290  -0.02
C  -4.172  2.042  2.293  0.00
C  -3.908  3.372  2.103  -0.13
C  -4.063  4.366  3.247  -0.52
F  -2.872  5.014  3.438  0.11
F  -4.996  5.339  3.060  0.12
F  -4.387  3.753  4.414  0.12
C  -3.421  3.832  0.885  0.00
C  -3.052  2.897  -0.078  -0.07
O  2.347  -1.295  1.035  0.12
C  3.032  -2.433  0.330  -0.38
C  4.333  -2.682  1.069  0.00
C  2.106  -3.623  0.389  -0.01
C  3.200  -1.910  -1.219  -0.47
C  4.557  -1.228  -1.493  -0.01
C  3.042  -2.948  -2.290  -0.02
O  2.158  -0.935  -1.376  0.08
S  -1.954  1.005  -2.493  1.12
H  -1.871  -1.965  -4.609  0.08
H  -2.235  -0.327  -5.212  0.08
H  -0.605  -0.725  -4.591  0.08
H  -2.874  -2.442  -2.452  0.13
H  -3.517  -1.325  -0.114  0.12
H  -4.096  0.054  1.411  0.12
H  -4.682  1.681  3.173  0.12
H  -3.362  4.889  0.694  0.13
H  -2.749  3.286  -1.082  0.12
H  4.907  -3.513  0.678  0.09
H  4.931  -1.774  1.018  0.09
H  4.144  -2.873  2.129  0.10
H  2.537  -4.544  0.005  0.09
H  1.797  -3.859  1.402  0.09
H  1.196  -3.437  -0.189  0.10
H  5.402  -1.912  -1.499  0.09
H  4.475  -0.789  -2.485  0.10
H  4.776  -0.400  -0.800  0.09
H  3.795  -3.714  -2.247  0.09
H  2.083  -3.440  -2.287  0.08
H  3.163  -2.479  -3.258  0.09
C  0.716  0.948  2.277  -0.30
C  -0.434  1.665  1.624  -0.40
S  -0.246  1.751  -0.196  0.77
C  -0.951  0.216  -0.474  -0.46
S  2.285  1.476  0.023  0.84
C  2.056  1.517  1.842  -0.47
H  0.564  1.095  3.335  0.11
H  0.689  -0.123  2.078  0.10
H  -1.393  1.206  1.867  0.08
H  -0.413  2.732  1.821  0.08
H  -0.526  0.011  -1.572  0.02
H  2.131  2.583  2.078  0.08
H  2.906  0.972  2.257  0.07

DFT (wB97M-V/def2-TZVPD) results for a molecular structure, C19H18CoN6O7.

Its multiplicity is 4. Its electronic energy is -2972.8108 Ha. The calculation puts the energy above the lowest of the compared OMol25 structures with the same formula, charge and spin at 4.704 eV. The HOMO energy (alpha / beta) is -7.22 / -7.35 eV. Its total charge is 0.

Each line ends with the Mulliken spin population.
Element x y z (Å)
Co  -0.226  0.304  -0.556  2.72
O  1.111  3.585  -2.388  0.02
C  0.458  2.676  -1.880  0.01
N  0.873  1.434  -1.614  0.07
C  2.237  1.100  -1.980  0.00
C  2.449  -0.385  -1.853  -0.04
C  3.306  -1.116  -2.611  0.03
C  3.562  -2.490  -2.248  -0.01
C  2.722  -3.141  -1.433  0.02
C  1.453  -2.438  -1.052  -0.01
N  1.717  -1.019  -0.883  0.04
C  -0.974  2.887  -1.448  0.01
C  -1.475  4.175  -1.352  0.00
C  -2.770  4.364  -0.910  0.00
C  -3.541  3.244  -0.646  0.00
C  -2.971  1.997  -0.801  0.01
N  -1.703  1.795  -1.163  0.02
H  2.949  1.651  -1.355  0.00
H  2.434  1.404  -3.011  0.00
H  3.869  -0.635  -3.398  0.00
H  4.466  -2.963  -2.610  0.00
H  2.889  -4.141  -1.058  0.00
H  0.727  -2.547  -1.884  0.01
H  -0.818  4.993  -1.612  0.00
H  -3.169  5.361  -0.777  0.00
H  -4.565  3.329  -0.311  0.00
H  -3.596  1.124  -0.643  0.00
O  -0.473  -4.772  2.623  0.00
C  -1.523  -3.984  2.512  0.00
O  -2.473  -4.073  3.250  0.00
C  -1.530  -2.941  1.441  0.00
C  -2.650  -2.172  1.241  0.00
N  -2.387  -1.343  0.233  0.00
N  -1.145  -1.462  -0.236  0.01
C  -0.597  -2.475  0.467  0.01
C  0.735  -2.998  0.161  -0.02
O  1.224  -3.921  0.783  0.00
O  1.401  -0.404  0.305  0.07
H  0.236  -4.542  1.969  0.00
H  -3.596  -2.201  1.756  0.00
H  -2.969  -0.601  -0.111  0.00
N  1.157  0.488  2.646  0.00
C  0.661  1.859  2.905  0.00
C  -0.641  1.985  2.036  0.00
O  -1.205  3.048  1.921  0.01
O  -0.929  0.843  1.507  0.01
H  1.848  0.418  1.892  0.00
H  0.230  0.124  2.147  0.00
H  1.454  -0.036  3.459  0.00
H  1.371  2.631  2.622  0.00
H  0.388  1.982  3.950  0.00

DFT (wB97M-V/def2-TZVPD) results for a molecular structure, C29H35AsCl5N3O4Ru.

Its multiplicity is 6. Its electronic energy is -6222.6800 Ha. The calculation puts the energy above the lowest of the compared OMol25 structures with the same formula, charge and spin at 0.000 eV. The HOMO energy (alpha / beta) is -10.11 / -10.24 eV. Its total charge is +1.

Each line ends with the Mulliken spin population.
Element x y z (Å)
Ru  -0.180  0.397  -0.438  3.42
C  -1.629  -0.185  4.348  0.01
N  -1.117  -1.382  3.692  0.00
C  -1.294  -2.627  4.422  0.00
C  -0.610  -1.292  2.459  0.01
O  -0.549  -0.220  1.853  0.00
C  -0.087  -2.569  1.786  0.00
O  0.425  -2.255  0.515  0.02
C  1.837  -2.240  0.435  0.03
C  2.212  -1.420  -0.783  -0.02
O  1.310  -1.031  -1.549  0.04
N  3.493  -1.171  -1.009  0.02
C  3.863  -0.248  -2.072  0.00
C  4.592  -1.722  -0.230  0.00
H  -1.335  -0.203  5.397  0.00
H  -1.216  0.696  3.868  0.00
H  -2.719  -0.146  4.283  0.00
H  -0.819  -2.549  5.401  0.00
H  -2.357  -2.828  4.569  0.00
H  -0.856  -3.470  3.898  0.00
H  0.673  -3.021  2.428  0.00
H  -0.893  -3.295  1.662  0.00
H  2.279  -1.775  1.320  0.00
H  2.222  -3.261  0.329  0.00
H  3.052  0.456  -2.235  0.00
H  4.753  0.296  -1.759  0.00
H  4.079  -0.780  -3.001  0.00
H  4.261  -2.538  0.406  0.00
H  5.345  -2.117  -0.911  0.00
H  5.042  -0.945  0.388  0.00
Cl  3.127  5.503  3.734  0.00
C  2.704  4.140  2.777  0.01
C  1.809  4.268  1.719  -0.01
Cl  1.115  5.800  1.359  0.00
C  1.471  3.158  0.959  -0.04
Cl  0.367  3.303  -0.369  0.03
C  2.000  1.881  1.202  0.05
O  1.691  0.838  0.489  0.18
C  2.890  1.782  2.288  0.01
Cl  3.501  0.208  2.666  0.00
C  3.242  2.881  3.058  0.00
Cl  4.329  2.691  4.372  0.00
C  -4.443  2.060  3.087  0.16
C  -3.299  2.595  2.496  -0.06
C  -2.681  1.929  1.463  0.18
C  -3.215  0.724  0.954  -0.04
C  -4.359  0.180  1.583  0.17
C  -4.955  0.845  2.635  -0.06
N  -2.542  0.111  -0.058  0.62
C  -3.158  -0.830  -0.869  -0.10
C  -2.383  -1.886  -1.376  0.12
C  -2.944  -2.817  -2.229  -0.04
C  -4.275  -2.702  -2.618  0.11
C  -5.043  -1.644  -2.147  -0.05
C  -4.497  -0.716  -1.279  0.13
H  -4.924  2.577  3.906  0.01
H  -2.891  3.531  2.854  0.00
H  -1.786  2.330  1.004  -0.06
H  -4.738  -0.782  1.268  0.00
H  -5.822  0.413  3.117  0.00
H  -1.345  -1.984  -1.073  0.03
H  -2.341  -3.637  -2.598  0.00
H  -4.707  -3.426  -3.296  0.00
H  -6.069  -1.534  -2.471  0.00
H  -5.082  0.134  -0.954  0.00
C  0.045  -0.397  -4.258  0.00
As  -0.770  0.849  -3.018  0.10
C  -2.571  0.934  -3.740  0.02
C  -0.074  2.539  -3.682  0.00
H  -0.183  -0.115  -5.285  0.00
H  -0.337  -1.396  -4.055  0.00
H  1.120  -0.403  -4.096  0.00
H  -2.520  1.187  -4.798  0.00
H  -3.141  1.699  -3.214  0.00
H  -3.065  -0.027  -3.618  0.00
H  -0.252  2.631  -4.753  0.00
H  0.996  2.596  -3.486  0.00
H  -0.566  3.363  -3.167  0.00

DFT (wB97M-V/def2-TZVPD) results for 2 unconnected molecules or ions with the total composition C3H7FNO.

Its electronic energy is -347.9969 Ha. The calculation puts the energy above the lowest of the compared OMol25 structures with the same formula, charge and spin at 2.836 eV. The HOMO energy is -14.79 eV. Its total charge is +1.

Each line ends with the Löwdin charge.
Element x y z (Å)
C  -0.209  0.939  2.382  -0.24
C  0.058  -0.670  -1.792  0.01
C  0.353  0.571  0.288  0.03
N  -0.087  -0.744  -0.255  -0.02
O  -0.200  0.107  3.235  0.17
F  -0.866  2.103  2.361  0.12
H  0.047  -1.619  -2.384  0.12
H  -0.681  0.015  -2.162  0.09
H  1.071  -0.299  -2.097  0.12
H  1.495  0.601  0.267  0.13
H  -0.275  1.419  0.021  0.09
H  -1.081  -0.852  0.134  0.22
H  0.375  -1.571  0.004  0.15

DFT (wB97M-V/def2-TZVPD) results for a molecular structure, C5H12S.

Its electronic energy is -595.7006 Ha. The calculation puts the energy above the lowest of the compared OMol25 structures with the same formula, charge and spin at 4.938 eV. The HOMO energy is -8.92 eV. Its total charge is 0.

Each line ends with the Löwdin charge.
Element x y z (Å)
C  -1.509  -1.075  -0.667  -0.16
C  -0.864  0.153  -0.274  -0.60
C  -1.173  0.282  1.252  -0.13
C  0.625  -0.042  -0.473  -0.73
C  1.701  1.037  -0.100  -0.21
H  -1.170  -2.186  -0.343  0.12
H  -2.483  -0.928  -0.291  0.03
H  -1.326  -0.824  -1.890  0.15
H  -1.247  1.080  -0.729  0.14
H  -0.879  1.398  1.367  0.08
H  -0.371  -0.463  1.882  0.09
H  -2.401  -0.111  1.618  0.16
H  0.745  -0.105  -1.692  0.14
H  1.834  1.973  -1.118  0.16
H  1.645  1.603  0.828  0.04
H  2.833  0.620  -0.114  0.05
H  2.726  -0.913  0.382  -0.03
S  1.313  -1.500  0.361  0.70

DFT (wB97M-V/def2-TZVPD) results for a molecular structure, C19H22BCuN4O6P.

Its multiplicity is 2. Its electronic energy is -3414.0118 Ha. The calculation puts the energy above the lowest of the compared OMol25 structures with the same formula, charge and spin at 0.000 eV. The HOMO energy (alpha / beta) is -12.31 / -13.83 eV. Its total charge is +2.

Each line ends with the Mulliken spin population.
Element x y z (Å)
Cu  1.576  0.306  -0.374  0.00
O  1.121  -3.212  -3.108  0.10
C  1.437  -2.143  -2.405  0.36
O  0.482  -1.340  -1.874  0.01
C  2.774  -1.787  -2.194  0.08
C  3.843  -2.541  -2.743  0.11
C  5.121  -2.108  -2.550  0.00
C  5.358  -0.930  -1.821  0.13
C  4.278  -0.263  -1.297  -0.01
N  3.014  -0.675  -1.456  0.19
C  4.377  0.976  -0.449  -0.02
O  5.510  1.638  -0.381  0.00
O  3.411  1.372  0.173  -0.01
H  0.161  -3.344  -3.195  0.00
H  3.626  -3.439  -3.305  0.01
H  5.955  -2.666  -2.954  0.00
H  6.376  -0.592  -1.669  0.00
H  6.194  1.284  -0.964  0.00
O  -1.783  -0.607  -1.489  0.01
B  -0.878  -1.495  -2.023  0.01
O  -1.462  -2.540  -2.697  0.01
C  -2.837  -2.291  -2.594  0.00
C  -3.877  -3.036  -3.086  0.00
C  -5.156  -2.546  -2.827  0.00
C  -5.352  -1.368  -2.114  0.00
C  -4.278  -0.627  -1.622  0.00
C  -3.026  -1.127  -1.877  0.00
H  -3.714  -3.947  -3.648  0.00
H  -6.014  -3.091  -3.198  0.00
H  -6.360  -1.016  -1.939  0.00
H  -4.429  0.306  -1.094  0.00
C  -0.222  3.327  3.348  0.00
N  0.269  1.930  3.776  0.00
C  -0.964  1.092  4.157  0.00
N  -1.888  1.047  3.075  0.00
C  -2.311  2.398  2.703  0.00
N  -1.171  3.220  2.296  0.00
C  -0.594  2.792  1.022  0.00
P  0.046  1.052  1.117  0.00
C  1.045  1.266  2.677  0.00
C  -1.431  0.261  1.926  0.00
H  0.653  3.899  3.047  0.00
H  -0.670  3.775  4.232  0.00
H  0.869  2.031  4.597  0.00
H  -1.408  1.576  5.024  0.00
H  -0.612  0.100  4.429  0.00
H  -2.804  2.865  3.556  0.00
H  -3.022  2.339  1.882  0.00
H  0.221  3.456  0.736  0.00
H  -1.351  2.857  0.241  0.00
H  1.938  1.854  2.460  0.00
H  1.367  0.285  3.027  0.00
H  -1.165  -0.748  2.243  0.00
H  -2.240  0.175  1.202  0.00

DFT (wB97M-V/def2-TZVPD) results for C4H5NO in the gas phase.

Its SMILES is O=C1CC=CN1. Its electronic energy is -285.3790 Ha. The calculation puts the energy above the lowest of the compared OMol25 structures with the same formula, charge and spin at 0.969 eV. The HOMO energy is -8.76 eV. Its total charge is 0.

Each line ends with the Löwdin charge.
Element x y z (Å)
O  -0.439  -1.460  1.632  0.13
C  -0.030  -0.520  1.016  -0.44
C  1.122  -0.394  0.033  -0.10
C  0.245  0.010  -1.135  -0.09
C  -0.783  0.706  -0.631  -0.14
N  -0.704  0.763  0.784  0.05
H  1.767  -1.259  -0.106  0.12
H  1.718  0.459  0.394  0.12
H  0.316  -0.410  -2.126  0.10
H  -1.662  1.085  -1.139  0.12
H  -1.550  1.021  1.279  0.13